(1)
# C9H26ClO6S

A cluster of 5 separate species, C9H26ClO6S in total (wB97M-V/def2-TZVPD, OMol25).

Calculated values
Strongest force on any atom   0.018 Eh/bohr
2S+1   1
Energy relative to the best compared isomer or geometry (same formula, charge and spin)   0.6 kcal/mol
Charge   -1
Orbital gap   0.3212 Ha
E_HOMO   -6.033 eV

Cartesian coordinates (Å):
Cl -0.0895 0.4461 1.2698
C 0.2526 -4.3350 3.1058
C 0.3271 -2.8606 2.8039
O -0.8997 -2.4563 2.2239
H 1.1733 -4.6628 3.5899
H 0.0886 -4.9147 2.1952
H -0.6108 -4.5195 3.7495
H 1.1586 -2.6437 2.1263
H 0.4855 -2.3198 3.7459
H -0.7256 -1.5916 1.8117
C -3.1815 2.6113 2.0812
C -2.1067 3.6074 2.4657
O -0.9780 2.9714 2.9995
H -3.6464 2.1986 2.9789
H -2.7333 1.7619 1.5547
H -3.9527 3.0279 1.4300
H -2.4911 4.2829 3.2426
H -1.8469 4.2673 1.6205
H -0.7283 2.2496 2.3937
C 4.3059 -1.1479 -0.9973
C 3.0504 -1.1655 -0.1469
O 2.9202 0.0602 0.5323
H 4.2353 -1.9541 -1.7324
H 5.2004 -1.3190 -0.3965
H 4.4140 -0.2047 -1.5324
H 3.1082 -2.0165 0.5510
H 2.1694 -1.3539 -0.7771
H 1.9948 0.1229 0.8421
O -0.7805 -0.6620 -5.3131
S -1.0936 -0.4261 -3.9512
O -1.0890 -1.4945 -3.0111
O -0.1048 0.7000 -3.4830
C -0.0316 0.9859 -2.0532
C 0.9512 2.1094 -1.8704
C -2.6602 0.4007 -3.8724
H 0.2690 0.0903 -1.5150
H -1.0002 1.2581 -1.6253
H 1.9471 1.8745 -2.2377
H 0.9804 2.3483 -0.8067
H 0.6007 3.0106 -2.3864
H -2.4982 1.4437 -4.1293
H -3.0695 0.2876 -2.8732
H -3.3144 -0.0680 -4.6036

(2)
# C30H80N6O11

A cluster of 7 separate species, C30H80N6O11 in total (wB97M-V/def2-TZVPD, OMol25).

Calculated values
Strongest force on any atom   0.235 Eh/bohr
2S+1   1
Energy relative to the best compared isomer or geometry (same formula, charge and spin)   125.3 kcal/mol
Charge   0
Orbital gap   0.2903 Ha
E_HOMO   -7.554 eV

Cartesian coordinates (Å):
N 0.8353 1.4868 0.2302
H -0.0606 1.3594 0.3230
H 1.0200 2.2999 0.6589
H 1.2473 1.4361 -0.8248
H 1.3119 0.8994 0.7503
O -0.3943 2.7075 -2.0788
H -0.8994 3.3381 -2.7593
C -2.0247 -1.7490 -3.6683
O -3.0024 -0.8713 -3.0762
C -2.4396 -0.0619 -2.2254
C -3.4598 1.0567 -1.7918
N -2.8067 1.9197 -0.8610
C -3.6406 3.1090 -0.5851
C -4.7723 2.9240 0.4476
O -5.7116 3.9668 0.1407
C -6.6325 3.9720 1.2271
H -1.7549 -2.5319 -2.8982
H -1.1809 -1.2963 -3.8629
H -2.4447 -2.3142 -4.5040
H -1.5470 0.3044 -2.3030
H -2.2982 -0.7045 -1.3562
H -4.3977 0.6411 -1.3154
H -3.7047 1.3898 -2.7179
H -1.9587 2.3408 -1.3935
H -4.2642 3.3753 -1.3560
H -2.9925 4.0923 -0.4505
H -4.1802 3.2352 1.3081
H -5.2674 2.0274 0.5299
H -7.3306 3.1002 1.0523
H -7.2982 4.8701 1.3503
H -6.3264 3.8024 2.2854
C 2.7192 -0.6428 2.4037
O 2.5147 0.6870 2.0957
C 1.5219 1.3677 2.6657
C 1.4316 2.8614 2.4994
N 0.1144 3.1151 1.9923
C -0.0724 4.4321 1.5692
C -1.3591 4.5483 0.8217
O -1.6671 5.9547 0.7991
C -2.9047 6.1228 0.0697
H 2.6754 -0.5851 3.4044
H 3.5626 -1.0028 2.2615
H 2.1467 -1.5196 2.0992
H 1.5840 1.2693 3.9879
H 0.5747 0.8018 2.4264
H 2.2096 3.0311 1.8855
H 1.5686 3.4598 3.3078
H -0.5595 3.0301 2.7455
H 0.6729 4.7477 0.8429
H -0.2052 4.7676 2.5942
H -2.1217 4.1296 1.3216
H -1.3138 4.2052 -0.2395
H -3.6503 5.5297 0.5253
H -3.0007 6.0168 -1.0918
H -3.2629 7.2210 0.0480
C -2.3899 0.1458 1.0107
O -1.2633 -0.6803 0.9859
C -1.3607 -2.1002 1.1819
C -1.7988 -2.4372 2.6231
N -1.8648 -3.9169 2.7702
C -2.2088 -4.4542 4.0207
C -2.5265 -5.9380 4.0395
O -2.6572 -6.4435 5.3487
C -3.3275 -7.7013 5.4384
H -2.3029 1.3233 0.9583
H -2.9559 0.1023 2.0021
H -3.1679 0.0745 0.2841
H -0.3443 -2.4917 0.7985
H -2.3192 -2.4005 0.5781
H -2.7924 -2.0687 2.8356
H -1.2034 -1.9381 3.2949
H -1.1208 -4.3452 2.2831
H -3.1198 -3.9649 4.1524
H -1.5038 -4.1890 4.9079
H -1.7641 -6.5217 3.5393
H -3.3597 -6.0680 3.3992
H -4.4955 -7.8741 4.9052
H -3.3448 -8.0601 6.3676
H -2.6658 -8.4004 4.8610
C 2.9045 6.9127 -1.0751
O 3.1616 5.7582 -0.3376
C 2.5220 4.5714 -0.7592
C 2.9087 4.1843 -2.1784
N 2.2906 2.9045 -2.3602
C 2.6607 2.2665 -3.6701
C 1.7885 1.0708 -3.9128
O 2.1729 0.4802 -5.1198
C 1.4648 -0.6389 -5.4988
H 3.5239 6.9100 -2.0012
H 2.9794 7.8661 -0.6200
H 2.0364 6.9162 -1.2926
H 1.3877 4.6414 -0.8252
H 2.6146 3.6660 -0.0009
H 3.9779 3.9891 -2.1411
H 2.6400 5.0969 -2.7502
H 1.3592 3.1637 -2.2530
H 3.6951 2.1361 -3.8445
H 2.3362 3.1128 -4.5442
H 0.7839 1.3569 -3.7907
H 2.0162 0.4513 -3.1543
H 0.4142 -0.1603 -5.6233
H 1.5392 -1.4133 -4.8878
H 1.7550 -0.7425 -6.4319
C 3.8671 -0.1400 -0.1213
O 2.8137 -1.0487 0.2627
C 2.3951 -2.1468 -0.5641
C 3.5442 -3.2072 -0.6220
N 3.0955 -4.5144 -1.1433
C 4.2029 -5.5138 -0.8702
C 3.6102 -6.9074 -1.2248
O 4.5257 -7.8192 -0.6160
C 3.9350 -9.0046 -0.1649
H 4.1397 0.6565 0.6367
H 3.5750 0.6832 -0.9312
H 4.7856 -0.6914 -0.0946
H 1.7944 -2.0860 -1.4099
H 1.7044 -2.7292 -0.1245
H 4.0794 -3.2846 0.4130
H 4.2035 -2.8933 -1.3713
H 2.8018 -4.6009 -2.1476
H 4.4827 -5.4240 0.1007
H 5.0781 -5.2834 -1.7346
H 3.3531 -6.9571 -2.4685
H 2.5135 -6.8817 -0.8824
H 3.3205 -8.9110 0.7212
H 4.8118 -9.5187 0.4074
H 3.4889 -9.6023 -0.8749

(3)
# C7H8INOS

The molecule C7H8INOS (wB97M-V/def2-TZVPD, OMol25).

Calculated values
Strongest force on any atom   0.084 Eh/bohr
2S+1   1
Structure (SMILES)   C[C@]1(I)C(=O)N=C2SCC[C@@H]21
Charge   0
Orbital gap   0.3501 Ha
E_HOMO   -9.388 eV

Cartesian coordinates (Å):
C 2.0004 -0.4490 0.3815
C 0.8895 0.3426 0.9926
I 1.6179 2.0640 2.0216
C 0.3362 -0.6524 2.1244
O 0.8147 -0.8125 3.1990
N -0.7244 -1.4196 1.5106
C -1.1000 -0.7729 0.4640
S -2.3618 -1.2205 -0.6304
C -1.8016 0.1390 -1.8524
C -0.4349 0.6504 -1.3744
C -0.3766 0.4517 0.1323
H 2.3746 0.0202 -0.5707
H 1.4790 -1.4776 0.2128
H 2.8983 -0.6435 1.0105
H -2.5881 0.9683 -1.8319
H -1.8744 -0.2091 -2.8108
H 0.2504 0.0326 -1.8237
H -0.3188 1.7121 -1.7074
H -1.0804 1.2762 0.5522

(4)
# C24H36NO11PS

A cluster of 4 separate species, C24H36NO11PS in total (wB97M-V/def2-TZVPD, OMol25).

Calculated values
Strongest force on any atom   0.156 Eh/bohr
2S+1   1
Energy relative to the best compared isomer or geometry (same formula, charge and spin)   321.1 kcal/mol
Structure (SMILES)   CCO[C@@]1([PH2]=N)OS(=O)(=O)O[C@@]1(C)Cc1ccccc1.O=C1CCCO1.O=C1CCCO1.O=C1CCCO1
Charge   0
Orbital gap   0.2948 Ha
E_HOMO   -8.601 eV

Cartesian coordinates (Å):
C 3.1346 4.7071 2.6126
C 1.5140 4.7299 2.3138
O 1.1434 4.4416 0.9198
C 0.4072 3.1758 0.7832
P -1.3409 3.2442 1.6409
N -1.5786 2.0221 2.6867
O -0.0238 3.1300 -0.6538
S -0.6250 1.5446 -0.8928
O -2.1409 1.3182 -1.1127
O -0.0542 1.2116 -2.3158
O 0.1356 0.7742 0.4677
C 1.1795 1.7402 0.9474
C 1.6083 1.2234 2.4697
C 2.4378 1.3529 -0.0277
C 3.3938 2.6086 -0.4692
C 4.8956 2.7182 0.2538
C 5.9923 3.9153 -0.1343
C 5.6283 5.0867 -1.2429
C 4.1152 4.9689 -1.9429
C 3.0480 3.7597 -1.5858
H 3.2826 5.3047 3.6327
H 3.7953 5.1351 1.7459
H 3.3937 3.5742 2.8865
H 1.0135 4.0401 3.1157
H 1.1625 5.8479 2.5319
H -2.4151 3.1953 0.6799
H -1.4375 4.4705 2.4329
H -1.7276 2.4084 3.6669
H 2.7536 1.4178 2.7081
H 0.9752 1.7575 3.3170
H 1.3881 0.0584 2.4958
H 2.1564 0.7682 -1.0014
H 3.1318 0.6152 0.6045
H 5.2514 1.9191 1.0434
H 7.0618 3.9346 0.3788
H 6.4102 5.9180 -1.5063
H 3.8450 5.8223 -2.7279
H 2.0222 3.7508 -2.1516
O 5.1619 -2.4762 2.9150
C 4.0154 -2.8663 3.0618
C 3.6158 -4.2265 3.5479
C 2.1593 -4.2851 3.1625
C 1.7452 -2.8378 3.2167
O 2.9073 -2.0992 2.8430
H 3.7521 -4.2730 4.6319
H 4.1941 -5.0086 3.0506
H 1.5603 -4.9288 3.8120
H 2.0659 -4.6595 2.1358
H 1.4437 -2.5291 4.2231
H 0.9302 -2.6203 2.5201
O -2.9078 -3.9620 -0.0256
C -3.6607 -3.0535 -0.3351
C -3.2510 -1.6354 -0.5944
C -4.5710 -0.9090 -0.5370
C -5.5474 -1.9626 -0.9902
O -5.0031 -3.2009 -0.5362
H -2.7938 -1.5710 -1.5857
H -2.5622 -1.2772 0.1742
H -4.5993 -0.0038 -1.1494
H -4.7880 -0.6232 0.4995
H -5.6411 -2.0010 -2.0806
H -6.5396 -1.8139 -0.5542
O -7.0832 -3.5655 -4.2102
C -6.0146 -3.9060 -4.6902
C -5.0243 -4.8254 -4.0421
C -3.7812 -4.5781 -4.8587
C -4.3407 -4.1968 -6.2042
O -5.5709 -3.5299 -5.9255
H -5.3766 -5.8561 -4.1393
H -4.8729 -4.5649 -2.9920
H -3.1069 -5.4376 -4.9007
H -3.2256 -3.7326 -4.4348
H -4.5510 -5.0707 -6.8297
H -3.6716 -3.5240 -6.7486